Record 1
{
  "formula": "C31H23AlClO4S",
  "method": "ωB97M-V with the def2-TZVPD basis set",
  "symbols": ["S", "C", "C", "C", "H", "H", "C", "C", "C", "C", "H", "Cl", "C", "C", "H", "C", "C", "H", "C", "O", "H", "C", "O", "O", "C", "C", "H", "H", "H", "C", "Al", "H", "H", "H", "O", "C", "H", "C", "H", "H", "C", "H", "H", "H", "C", "C", "C", "C", "H", "C", "H", "C", "H", "C", "H", "H", "C", "C", "C", "C", "C"],
  "xyz": [[1.8996, -5.2351, 1.7038], [0.7963, 5.0782, 2.7172], [-0.3266, -2.5950, -2.7766], [-1.7129, 2.3330, 2.0199], [-0.2807, -3.5703, -3.2418], [4.8394, -6.5300, -1.2743], [-0.4550, 4.4179, 0.6782], [0.5840, -2.2571, -1.7875], [0.6854, 3.5680, 6.1871], [-5.3794, 0.6735, -5.2481], [1.3368, -2.9806, -1.4894], [1.9157, -5.2006, -2.0021], [-2.2573, -2.0660, -4.2420], [-0.5896, 2.9261, 4.1531], [2.5627, 6.3430, 4.2660], [-5.2766, -0.5497, -5.9027], [-1.3008, -1.6857, -3.1683], [1.2380, -0.7361, -0.4253], [5.2239, -6.1261, 0.7530], [-1.1844, 2.0615, 4.7596], [-4.5171, 1.9734, -3.7705], [-2.4201, 0.5512, -2.9275], [-2.4838, 1.6536, -2.4141], [-2.1883, -3.1316, -4.8150], [-0.8300, 3.1615, 2.7021], [-1.9626, 2.5451, 0.6742], [-1.5464, 3.7547, -1.0451], [-5.9983, -0.8193, -6.6631], [0.0392, 5.2324, 0.1665], [1.6335, 4.3386, 6.8375], [2.4900, -6.3536, -0.1824], [3.0630, 5.9310, 6.6562], [1.6073, -7.6848, -0.2118], [4.5388, -7.9115, -0.2045], [1.3514, 5.9872, 2.1361], [4.4491, -6.8183, -0.2884], [-2.1950, 1.5231, 2.5500], [-3.4214, 0.1478, -3.9596], [2.7365, -4.1910, 1.7158], [6.7522, -5.0360, -0.2551], [-0.4470, -0.0880, -1.5737], [5.1803, -6.5730, 1.7479], [-6.1845, 1.3539, -5.4941], [0.1518, 2.7869, 6.7108], [-1.3406, 3.5935, 0.0046], [2.3159, 5.3355, 6.1479], [0.5232, -1.0010, -1.1939], [-0.1877, 4.2013, 2.0247], [-0.4972, 0.8881, -1.1104], [-4.2558, -1.4270, -5.5798], [-2.6416, 1.8963, 0.1379], [5.9924, -5.0275, 0.5222], [5.9051, -4.1109, 1.0990], [0.4146, 3.7904, 4.8428], [-4.1672, -2.3830, -6.0773], [1.8462, 4.1612, 7.8837], [-3.3307, -1.0861, -4.6011], [1.0870, 4.8009, 4.1552], [-1.3701, -0.4263, -2.5561], [-4.4515, 1.0235, -4.2829], [2.0408, 5.5690, 4.8117]],
  "nbo_charge": [-0.69, 0.54, -0.15, -0.18, 0.25, 0.22, -0.16, -0.17, -0.16, -0.20, 0.27, -0.63, 0.55, 0.54, 0.24, -0.20, -0.15, 0.22, -0.10, -0.52, 0.23, 0.53, -0.57, -0.52, -0.06, -0.19, 0.24, 0.21, 0.23, -0.20, 1.30, 0.21, -0.42, 0.21, -0.53, -0.99, 0.24, -0.06, 0.13, 0.18, -0.18, 0.18, 0.21, 0.24, -0.19, -0.19, -0.19, -0.15, 0.23, -0.16, 0.24, -0.57, 0.19, -0.15, 0.24, 0.22, -0.14, -0.06, -0.09, -0.18, -0.19],
  "e_tot_ev": -70669.5743,
  "homo_lumo_gap_ev": 4.9,
  "lumo_ev": 0.47,
  "fmax_ev_per_a": 1.8,
  "multiplicity": 1,
  "charge": -1
}

***

Record 2
{
  "formula": "C31H23BrN2O4PdS",
  "method": "ωB97M-V with the def2-TZVPD basis set",
  "symbols": ["H", "H", "C", "C", "C", "O", "O", "S", "H", "C", "O", "Pd", "C", "C", "H", "N", "H", "C", "C", "C", "H", "C", "H", "C", "C", "C", "C", "C", "C", "C", "H", "C", "H", "H", "H", "H", "Br", "C", "O", "C", "H", "N", "H", "C", "H", "H", "H", "H", "C", "H", "H", "C", "C", "C", "H", "H", "C", "C", "C", "H", "C", "C", "C"],
  "xyz": [[-3.8208, 5.4764, -1.3225], [-1.9127, -5.7457, 2.4617], [-2.0268, -4.1700, 3.9388], [-0.5679, 4.5470, -0.9807], [4.1901, -0.3210, 1.2902], [-2.1656, -2.5754, 5.5021], [-0.3197, -2.0241, -0.1438], [4.5963, -1.5209, 0.1096], [1.3519, 1.5141, 1.6827], [2.9205, 0.1956, 1.0198], [-0.4745, -0.2779, 1.2213], [0.3102, 0.1976, -0.8844], [-1.3647, -1.8782, 3.3048], [-1.8319, -2.7882, 4.2425], [-1.9317, -4.0971, 6.8821], [2.3255, -0.3484, -0.1166], [0.0958, -2.6036, -2.5707], [4.3793, 1.0798, 3.1955], [-1.2980, -3.7943, 1.7609], [-2.0961, -2.2871, -5.1401], [4.9360, 1.4433, 4.0484], [-1.9875, 2.6344, -1.3150], [-2.3398, -0.5246, -6.3372], [3.0897, -1.2523, -0.6493], [1.8495, 4.3001, -0.7551], [-2.9541, 4.8329, -1.2609], [-3.1035, 3.4634, -1.3970], [-1.1023, -2.4049, 2.0624], [-1.8073, -0.9842, -5.5155], [0.4557, 2.2881, -0.9794], [-1.0604, -4.1034, 0.7520], [4.9387, 0.1194, 2.3823], [-3.6342, -3.7440, 6.3693], [5.9235, -0.2790, 2.5835], [-1.2173, -0.8299, 3.5190], [-1.6209, -3.8915, -3.7978], [-2.2810, 0.7921, -1.5843], [-1.7608, -4.6995, 2.6820], [-2.4764, -4.7880, 5.0118], [-1.6914, 5.3764, -1.0586], [1.7694, -0.5763, -3.1433], [0.8685, -0.1130, -3.0813], [2.8017, -1.8286, -1.5173], [-1.4000, -2.8741, -4.0914], [0.9875, 0.8065, -3.4920], [2.6067, 2.3190, -0.7932], [-1.5690, 6.4478, -0.9632], [2.8268, 4.7494, -0.6392], [-0.6931, 3.1288, -1.0907], [-2.8581, -2.8454, -5.6661], [0.8093, 6.1852, -0.7298], [0.7156, 5.1090, -0.8077], [-0.8212, -0.2687, -4.8509], [2.3549, 1.1537, 1.8659], [-4.0801, 3.0340, -1.5723], [2.6800, 2.3283, 3.6126], [-2.5928, -3.8215, 6.0627], [-0.1349, -0.8630, -3.8040], [3.0953, 1.5876, 2.9425], [-0.5836, 0.7447, -5.1547], [-0.5896, -1.4996, 0.9573], [-0.4228, -2.1620, -3.4128], [1.7141, 2.9308, -0.8449]],
  "lowdin_charge": [0.13, 0.14, -0.15, -0.16, -0.45, 0.14, -0.05, 1.13, 0.10, -0.31, -0.08, 0.89, 0.11, -0.14, 0.17, -0.05, 0.10, -0.06, 0.07, -0.07, 0.12, -0.53, 0.11, -0.44, -0.02, -0.01, -0.08, -0.05, -0.07, -0.12, 0.13, -0.07, 0.17, 0.12, 0.15, 0.11, 0.98, 0.07, 0.14, 0.04, 0.09, 0.04, 0.08, -0.06, 0.10, 0.10, 0.13, 0.13, -0.22, 0.11, 0.14, 0.06, -0.06, -0.03, 0.12, 0.11, -0.02, -0.35, -0.05, 0.12, -0.63, -0.05, -0.07],
  "e_tot_ev": -128031.7436,
  "homo_lumo_gap_ev": [7.2, 5.0],
  "lumo_ev": [-5.50, -8.40],
  "fmax_ev_per_a": 0.2,
  "multiplicity": 5,
  "relative_energy_ev": 0.000,
  "charge": 2
}

***

Record 3
{
  "formula": "C31H23CuFN2OP",
  "method": "ωB97M-V with the def2-TZVPD basis set",
  "symbols": ["H", "C", "H", "C", "Cu", "C", "H", "N", "H", "H", "C", "C", "C", "H", "C", "N", "C", "H", "C", "H", "C", "C", "H", "C", "C", "C", "H", "H", "C", "H", "H", "C", "C", "H", "H", "H", "O", "C", "C", "C", "H", "C", "C", "C", "H", "C", "C", "P", "C", "C", "F", "H", "H", "H", "H", "C", "C", "C", "C", "H"],
  "xyz": [[2.9915, 4.9572, -0.7076], [1.3563, -3.1343, -3.3422], [2.3319, 6.3659, 1.2333], [4.7300, -1.2265, -0.6117], [0.7258, 0.4616, -1.0161], [-0.8936, -5.2163, 0.9875], [0.4147, 5.6619, 2.6385], [-0.3005, 1.9404, 0.0347], [-1.1632, -6.2347, 0.7348], [0.0107, -1.5691, 1.8518], [-0.7604, -3.4313, 2.5871], [0.0071, 3.9027, 1.4988], [-3.3246, 0.4434, 1.2052], [2.4237, -4.3173, -0.3808], [3.0720, -3.4521, -0.4666], [-1.3751, 1.7064, 0.7765], [-1.3112, -3.3613, -4.0706], [-5.1185, -0.6403, 1.5812], [-0.3444, -4.3891, 0.0170], [-0.8327, 3.5997, 2.1061], [-2.4097, 0.2416, -0.9763], [0.3735, 3.1014, 0.4066], [-0.9320, -3.0475, 3.5848], [1.0119, -3.6949, -4.5669], [-3.4493, -0.5772, -1.3527], [-0.2223, -2.6022, 1.6157], [-3.2710, 0.8665, 2.2004], [-1.5307, -5.3861, 3.0303], [1.4605, 3.5113, -0.3785], [-5.2557, -1.5649, -0.7325], [1.7912, -4.0377, -5.2365], [0.0037, -3.0754, 0.3233], [0.7125, 5.0604, 1.7865], [-1.7383, -2.4361, -2.1855], [4.8741, -4.5923, -0.2454], [-0.5863, -4.2534, -5.8859], [3.1745, 1.1448, -0.0359], [2.1515, 4.6700, -0.0858], [2.5234, -2.1873, -0.6652], [-1.0984, -4.7415, 2.2750], [6.3526, -2.6143, -0.4058], [5.2775, -2.4919, -0.4711], [2.6844, 0.3058, -0.7922], [-2.2847, 0.8114, 0.3148], [-2.3546, -3.4449, -4.3497], [1.7860, 5.4594, 1.0014], [-4.4415, -0.9154, -0.4404], [0.7197, -1.8777, -0.8653], [-4.3575, -0.3959, 0.8493], [-0.9670, -2.7919, -2.8561], [-1.4688, 0.5078, -1.9312], [5.3585, -0.3437, -0.6206], [-0.1920, -4.7682, -0.9865], [-3.4775, -0.9331, -2.3751], [2.3990, -3.0419, -3.0687], [4.4476, -3.6059, -0.3834], [-0.3197, -3.8145, -4.9323], [3.3521, -1.0683, -0.7141], [0.3695, -2.6805, -2.4719], [1.7582, 2.8842, -1.2102]],
  "nbo_charge": [0.20, -0.24, 0.19, -0.20, 0.72, -0.24, 0.19, -0.45, 0.20, 0.23, -0.21, -0.25, -0.21, 0.21, -0.23, -0.34, -0.22, 0.20, -0.15, 0.23, 0.38, 0.11, 0.21, -0.21, -0.31, -0.18, 0.21, 0.20, -0.15, 0.20, 0.21, -0.36, -0.22, 0.23, 0.20, 0.20, -0.63, -0.24, -0.25, -0.22, 0.20, -0.21, 0.08, 0.04, 0.21, -0.26, -0.27, 0.74, -0.23, -0.22, -0.36, 0.22, 0.21, 0.21, 0.23, -0.23, -0.22, -0.14, -0.24, 0.21],
  "e_tot_ev": -94193.7915,
  "homo_lumo_gap_ev": [5.5, 6.1],
  "lumo_ev": [2.67, 2.67],
  "fmax_ev_per_a": 0.7,
  "multiplicity": 2,
  "relative_energy_ev": 0.000,
  "charge": -1
}

***

Record 4
{
  "formula": "C31H23FeI2N5OS",
  "method": "ωB97M-V with the def2-TZVPD basis set",
  "symbols": ["C", "H", "C", "C", "H", "C", "H", "C", "C", "H", "C", "C", "C", "H", "N", "C", "N", "H", "H", "C", "C", "H", "I", "H", "H", "H", "H", "C", "N", "C", "C", "C", "Fe", "H", "C", "N", "H", "C", "C", "C", "O", "H", "H", "H", "H", "C", "C", "C", "C", "H", "C", "H", "H", "C", "C", "C", "I", "S", "H", "H", "C", "C", "C", "N"],
  "xyz": [[2.0985, -3.9068, -0.2156], [5.8755, -0.7935, -0.1060], [-3.5660, -2.9651, 0.0226], [-4.1566, 1.6935, -3.1884], [-4.1728, -3.8533, -0.1098], [2.5798, -1.5588, -0.2207], [-0.4775, -3.8340, 2.4225], [4.2584, 0.5857, -0.1480], [-3.8755, -1.8051, -0.6626], [4.8831, 1.4692, -0.1456], [-3.8993, 0.5090, -2.5236], [3.9617, -1.7991, -0.1565], [-3.8804, 2.8853, -2.5516], [-4.0518, -0.4436, -3.0114], [-2.0112, -0.7181, 0.3221], [0.0679, 1.6272, -1.8398], [0.0036, -0.5248, 2.0531], [0.7996, 1.7550, 2.8903], [2.4035, 1.7171, -0.1485], [-3.0634, -0.6960, -0.5014], [3.4894, -4.1627, -0.1301], [0.5378, 2.7088, -3.6358], [6.4219, -3.6247, -0.0013], [2.4042, -1.2646, 4.2744], [-3.9588, 4.7470, -0.4052], [-4.0659, 3.8341, -3.0401], [0.8449, 4.8766, 0.0794], [4.4037, -3.1519, -0.1125], [-3.1081, 1.7186, -0.6178], [-2.4900, -2.9870, 0.8818], [0.2579, 2.8258, 0.1545], [-3.0534, 4.1488, -0.5340], [0.0124, -0.3374, -0.1167], [1.0505, 4.8225, -2.4307], [2.8540, 0.7329, -0.1601], [-0.0248, 1.6787, -0.4882], [-4.5495, 1.6828, -4.1978], [1.5835, 1.0229, 3.0639], [-3.3688, 0.5749, -1.2475], [-0.5488, -1.7370, 1.9382], [0.3724, -2.2790, -0.4478], [1.9800, 1.1634, 4.0693], [3.8294, -5.1893, -0.0782], [0.1361, 2.8046, 1.2303], [-2.6382, 3.9262, 0.4475], [0.6401, 3.9770, -0.4865], [1.0363, -0.3665, 2.9013], [1.0353, -2.6941, 3.4163], [0.7416, 3.9376, -1.8836], [2.3944, 1.2115, 2.3568], [-1.7517, -1.8263, 1.0150], [-2.3333, 4.7537, -1.0908], [1.4651, -3.5522, 3.9196], [1.5963, -2.6155, -0.3021], [-0.0540, -2.8546, 2.5881], [1.5716, -1.4298, 3.6020], [0.7769, -5.5056, -0.2257], [-0.2484, 0.0400, -2.4584], [-4.7411, -1.7541, -1.3096], [-2.2272, -3.8857, 1.4195], [-3.3574, 2.8633, -1.2612], [0.4554, 2.7780, -2.5581], [4.8010, -0.6597, -0.1337], [2.0502, -0.2956, -0.1855]],
  "nbo_charge": [-0.30, 0.23, -0.13, -0.16, 0.22, 0.06, 0.23, -0.26, -0.24, 0.22, -0.23, -0.03, -0.25, 0.22, -0.46, 0.07, -0.48, 0.23, 0.21, 0.23, -0.21, 0.23, 0.13, 0.22, 0.22, 0.21, 0.22, -0.24, -0.42, -0.25, 0.05, -0.65, 0.86, 0.22, 0.06, -0.52, 0.22, -0.65, 0.18, 0.20, -0.75, 0.22, 0.23, 0.20, 0.23, -0.31, 0.27, -0.12, -0.16, 0.23, 0.31, 0.22, 0.23, 0.42, -0.25, -0.26, 0.13, -0.19, 0.23, 0.23, 0.23, -0.27, -0.15, -0.41],
  "e_tot_ev": -103444.6801,
  "homo_lumo_gap_ev": [7.0, 7.0],
  "lumo_ev": [-0.10, -0.10],
  "fmax_ev_per_a": 1.5,
  "multiplicity": 1,
  "relative_energy_ev": 0.405
}